No. 1
10
Properties=species:S:1:pos:R:3:forces:R:3:mulliken_charge:R:1 method="wB97M-V/def2-TZVPD" e_homo_ev=-17.79 total_charge=+1 lumo_ev=-5.298 max_force_ha_per_bohr=0.08889 relative_energy_kcal_mol=19.5
H -0.6898 1.3272 1.6002 0.55 -1.32 -1.64 0.3244
C 0.2770 -0.4416 -0.8728 -2.05 1.84 3.65 -0.4882
N -0.3888 0.6888 0.7894 0.22 2.47 -0.85 -0.0985
H -0.3424 1.8261 -1.1224 -0.65 -0.71 1.02 0.3643
C -0.2943 0.8954 -0.4978 1.18 1.47 -0.36 0.0724
H 1.2007 -0.5025 -1.3104 2.23 0.07 -1.11 0.3471
H -0.5749 -1.2449 1.0127 -1.95 -2.82 0.87 0.3620
C 0.1649 -0.6516 0.6679 -0.07 0.67 -1.56 -0.4789
H -0.4395 -1.0214 -1.3069 -1.82 -1.66 -1.81 0.2863
H 1.0871 -0.8755 1.0401 2.37 -0.02 1.79 0.3091

***

No. 2
70
Properties=species:S:1:pos:R:3:forces:R:3:mulliken_charge:R:1 method="wB97M-V/def2-TZVPD" e_homo_ev="-10.11 / -11.02" total_charge=+1 lumo_ev="-2.602 / -4.994" max_force_ha_per_bohr=0.01313 spin_multiplicity=4 relative_energy_kcal_mol=9.1 s2=3.775
H 4.6990 -3.0272 2.0625 0.01 0.03 0.01 0.4504
C 2.3099 -5.2584 1.1958 0.03 -0.01 0.01 -0.5441
C -1.2788 -0.7088 -1.4263 -0.08 0.02 -0.03 1.2417
C -5.3170 2.4220 -1.3366 -0.04 0.07 -0.05 1.0296
C -0.1984 1.9523 -0.8318 0.04 -0.01 0.02 0.0651
H 2.1923 -6.3115 0.9799 -0.01 -0.02 -0.01 0.4108
C -6.2163 1.0195 0.8702 0.02 0.06 -0.06 -0.7551
C -0.9707 -3.1741 -2.6943 0.01 0.01 0.01 -0.8138
C 3.7199 -3.4128 1.8081 -0.04 -0.04 -0.05 -0.7140
C 2.6117 -2.5599 1.7541 0.10 -0.04 0.00 0.6890
Se 1.3071 0.5174 1.6766 0.05 0.00 0.06 -0.0265
Cl -1.4696 -2.0195 3.5556 0.12 -0.04 0.14 -0.3938
H -3.0113 -2.9338 -3.3065 -0.02 -0.01 -0.01 0.4562
C 1.7867 2.6217 -2.0165 -0.01 0.01 0.02 -0.8931
C -4.9435 3.1281 -2.5057 0.02 -0.02 0.02 -0.7848
H 7.5017 1.0097 -0.4710 0.01 0.01 -0.01 0.4098
C -4.3800 1.5874 -0.6543 0.02 -0.05 0.04 0.8731
Ge -1.1230 0.2224 4.0931 -0.31 -0.24 -0.26 0.5664
C -3.6832 3.0389 -3.0033 -0.01 -0.01 0.02 -1.2648
C 4.3670 -0.2801 1.3533 0.06 -0.09 0.09 0.3650
C -0.0777 3.0763 -0.0141 -0.03 0.01 0.01 -0.5773
C 6.4376 0.9381 1.3843 -0.02 -0.01 0.02 -0.6137
C 3.5648 -4.7568 1.5220 -0.03 -0.01 -0.01 -0.6394
C 0.7354 1.7328 -1.8399 -0.01 0.01 -0.02 0.2982
H -8.1066 2.0143 0.5709 -0.02 -0.01 0.01 0.4072
C -2.7344 2.2785 -2.3034 0.02 0.03 -0.04 -0.3265
C -4.9233 0.8556 0.4458 -0.06 0.14 -0.02 -0.2923
C -3.0313 1.5786 -1.1562 -0.06 0.00 0.11 0.7051
C -2.1828 -2.5042 -2.7608 0.02 0.00 0.01 -0.7144
H -6.5818 0.4525 1.7146 0.00 -0.02 0.02 0.4139
Pd -1.1373 -0.3832 1.6142 -0.37 0.56 0.00 -0.4609
C 6.6200 0.6501 0.0416 0.00 0.00 -0.01 -0.4729
H 0.6453 0.8749 -2.4926 0.00 -0.03 0.00 0.5467
C 1.2086 -4.4158 1.1544 -0.02 0.03 0.01 -0.8917
H -3.2872 -0.7620 -2.1976 0.00 0.00 0.01 0.3701
Se 0.9323 0.1082 5.2394 0.19 0.01 0.25 0.1524
H 0.4932 -2.4095 1.4100 0.09 -0.08 0.00 0.2645
C 0.9617 3.9701 -0.2049 0.01 0.00 0.00 -0.6421
C 5.3093 0.4721 2.0453 0.01 0.06 0.01 -0.3488
I -3.9694 -0.6636 1.5207 0.20 -0.23 0.02 0.2804
Cl -2.7400 0.5544 5.4732 0.04 0.03 -0.05 -0.2818
H 1.0477 4.8403 0.4311 0.00 0.01 0.01 0.4552
C -2.3377 -1.2783 -2.1306 -0.02 0.04 -0.04 -0.9060
P 2.8850 -0.8499 2.2105 -0.24 0.09 -0.13 0.3675
H -1.7222 2.2698 -2.6849 -0.01 -0.01 0.00 0.4704
C 4.5529 -0.5729 0.0017 -0.01 -0.04 0.00 -0.1400
P -1.5370 0.7966 -0.4338 0.21 -0.26 -0.05 0.7293
C 5.6786 -0.1046 -0.6501 0.01 0.01 0.00 -0.7181
H 2.5143 2.4433 -2.7966 0.01 0.00 -0.02 0.4799
H 5.8267 -0.3295 -1.6974 0.00 0.00 -0.02 0.4332
H -3.3945 3.5629 -3.9033 0.00 0.01 -0.01 0.4476
C -6.6496 2.5670 -0.8816 0.02 0.00 -0.02 -0.8050
H -5.6927 3.7366 -2.9954 -0.01 0.01 0.00 0.3989
H 7.1731 1.5197 1.9219 0.02 0.01 0.01 0.4213
H 2.7217 4.4278 -1.3412 0.01 0.00 0.00 0.4307
H 3.8211 -1.1677 -0.5315 -0.01 0.00 0.00 0.3859
H 0.2310 -4.8057 0.9047 -0.01 -0.01 -0.01 0.4939
H 4.4217 -5.4149 1.5566 0.01 -0.02 0.00 0.4154
H 5.1647 0.6968 3.0942 -0.01 -0.01 0.02 0.3985
C 0.0908 -2.6152 -1.9941 -0.02 -0.02 -0.01 -0.8299
H 1.0388 -3.1340 -1.9370 0.01 0.00 0.00 0.5068
H -0.7959 3.2497 0.7807 -0.01 -0.01 0.00 0.3865
H -0.8514 -4.1292 -3.1872 0.00 -0.01 -0.01 0.4196
Cl 0.2058 -0.6297 7.1432 0.05 0.06 -0.08 -0.2499
C 1.9014 3.7369 -1.2004 0.01 0.01 -0.01 -0.5365
H -7.3074 3.2250 -1.4339 -0.01 0.01 -0.01 0.3930
C -0.0623 -1.3954 -1.3565 0.04 0.02 0.02 -0.2181
C -7.0935 1.8994 0.2141 0.05 -0.04 0.02 -0.8397
H 0.7742 -0.9718 -0.8110 -0.03 0.00 0.02 0.5635
C 1.3548 -3.0677 1.4380 -0.03 0.03 0.03 0.1025

***

No. 3
14
Properties=species:S:1:pos:R:3:forces:R:3:mulliken_charge:R:1 method="wB97M-V/def2-TZVPD" e_homo_ev=-2.34 total_charge=-1 lumo_ev=3.501 max_force_ha_per_bohr=0.02108 relative_energy_kcal_mol=14.3
H -2.6790 1.4622 2.2053 0.06 -0.06 0.09 0.2156
C 0.1192 0.6775 -0.1448 0.11 0.30 -0.59 -0.6754
O 2.1406 -0.7351 -1.5457 0.13 -0.17 0.38 -0.8371
H 0.7186 -2.2032 -1.7918 -0.16 0.03 0.00 0.2855
N -2.2624 1.4196 3.1285 0.09 0.07 0.03 -0.6291
H -0.0456 0.8654 0.9220 -0.15 -0.25 -0.06 0.2350
H 0.2076 -1.2825 0.1956 -0.09 0.01 -0.02 0.2916
H -2.9456 1.7142 3.8162 0.00 -0.19 -0.10 0.1990
N -0.1263 -0.7013 -0.5728 0.65 -0.44 0.25 -0.5798
H -1.9833 0.4601 3.3078 -0.13 0.18 -0.04 0.2085
H 0.4237 -0.5997 -2.6153 -0.12 -0.39 0.20 0.2215
H -0.5429 1.3525 -0.7083 0.03 -0.01 0.12 0.1765
C 0.8913 -1.1022 -1.7086 -0.42 0.93 -0.35 -0.4461
H 1.1546 0.9642 -0.3782 -0.01 -0.03 0.08 0.3342

***

No. 4
18
Properties=species:S:1:pos:R:3:forces:R:3:mulliken_charge:R:1 method="wB97M-V/def2-TZVPD" e_homo_ev="1.04 / 0.51" total_charge=-2 lumo_ev="6.309 / 6.307" max_force_ha_per_bohr=0.05573 spin_multiplicity=2 relative_energy_kcal_mol=59.5 s2=0.755
H 0.6467 0.4302 0.5418 -1.72 -0.61 0.19 -1.8065
C -0.2864 -0.3341 0.6466 -1.97 -0.22 0.28 0.2877
H -1.8395 -0.4871 2.2712 -0.12 -2.03 0.93 0.3911
H -1.7902 -1.1734 -0.7091 -0.15 0.20 -0.36 0.3509
S -0.0773 1.0247 3.1397 -0.85 -0.46 -0.13 -0.7672
C 0.0551 -0.4618 -1.8632 -1.36 -0.29 -0.22 -0.6344
O 2.7292 0.3740 -0.2413 1.97 -0.69 -0.35 -0.7126
H 0.5761 -1.4895 -1.7498 -0.04 1.05 0.18 0.2262
H 0.1702 -1.3293 0.8956 -0.36 0.66 -0.32 0.3982
H 1.0457 1.3495 0.4999 -0.05 1.37 0.24 0.8108
H 2.2434 0.3228 0.5672 0.16 -0.04 0.95 0.5334
H 1.9986 0.3821 -0.9101 -0.42 0.50 -0.98 0.4761
H -1.4969 0.7088 -0.9997 0.35 -2.02 0.95 0.2500
O 0.8215 0.6711 -1.9390 -0.48 -1.60 -0.19 -0.8626
C -1.1599 0.1933 1.8441 2.00 1.00 -0.59 -0.9523
C -1.0624 -0.3509 -0.7305 2.30 1.64 0.45 -0.5838
H -1.9538 0.8286 1.4878 0.23 1.32 -0.70 0.2655
H -0.6201 -0.6589 -2.7511 0.52 0.21 -0.35 0.3294

***

No. 5
43
Properties=species:S:1:pos:R:3:forces:R:3:mulliken_charge:R:1 method="wB97M-V/def2-TZVPD" e_homo_ev=-4.51 total_charge=-1 lumo_ev=-0.207 max_force_ha_per_bohr=0.06877 relative_energy_kcal_mol=24.2
C 1.8579 -2.7469 -3.4642 -0.19 0.44 -0.10 0.3542
C 3.3550 -4.2867 -4.5199 -0.19 0.17 0.15 -0.3964
C 1.5364 1.2962 0.7707 0.32 -0.93 0.28 0.1209
C 0.6677 -3.1846 -1.2752 -0.74 0.51 -0.47 -0.0483
C 2.7263 0.3204 -2.7137 0.53 -0.01 -3.08 -0.3852
C 2.5913 -3.1212 -4.5875 -0.02 -0.23 0.37 -1.2931
H -5.1094 -4.3922 -2.0614 0.18 0.34 0.00 0.3405
H -2.6232 -4.0531 -2.1216 -0.17 0.19 -0.17 0.4007
H 1.4091 -1.7463 -3.4655 0.12 -0.73 -0.10 0.2941
H -5.6673 -0.1710 -2.8465 0.10 -0.32 0.07 0.3471
S -1.0344 -1.8122 -3.0231 0.80 -0.57 0.27 1.6634
O 2.2595 -2.2052 1.3304 0.02 2.00 -0.77 -0.5909
O -0.9194 -0.4989 -3.6466 -0.16 -0.45 0.21 -0.7726
H 2.3838 -5.3983 -1.4195 -0.01 0.19 -0.27 0.4092
C 1.8327 1.4094 -0.6887 -0.22 0.68 -1.06 0.4654
H -3.2055 0.1190 -2.9758 -0.04 -0.22 -0.04 0.3872
Cl 1.1118 -0.1006 3.0288 -0.01 0.00 0.08 -0.1529
H -6.6379 -2.4419 -2.4239 0.46 0.00 0.01 0.3365
C 1.6877 -3.5757 -2.3459 0.14 -0.63 -0.17 0.4903
N 4.5570 -2.5346 -1.3010 -2.34 1.80 0.80 -0.6330
H 3.9601 -5.9539 -3.2966 -0.23 0.23 0.06 0.3673
H 3.9786 -4.5648 -5.3709 -0.11 -0.07 0.28 0.3693
Cl 1.2877 2.7619 1.6064 -0.32 0.00 -0.06 -0.1523
O 0.4417 -3.7979 -0.2297 0.93 0.12 -0.56 -0.7547
C 2.5959 -0.9697 -0.6505 0.38 1.38 -0.35 1.1685
N 2.9298 0.3464 -3.8718 -0.37 0.11 3.09 -0.6007
C 2.4531 -4.7511 -2.2972 0.08 0.03 -0.26 -0.2373
H -0.3415 -1.2312 -0.8450 -0.27 -0.43 0.22 0.6352
C -5.0176 -1.0337 -2.6836 0.06 -0.26 0.06 -0.5401
C 1.5551 0.0861 1.3953 0.20 0.79 -0.37 0.1758
C 2.3852 0.1961 -1.3354 0.42 -0.13 0.48 1.0544
C -4.6906 -3.3976 -2.2368 0.02 0.30 -0.02 -0.5568
C -3.3048 -3.2194 -2.2880 -0.21 0.25 0.07 -0.3942
O -0.8502 -3.0219 -3.8270 -0.16 0.90 0.15 -0.6943
C -3.6347 -0.8554 -2.7552 0.13 -0.32 0.16 -0.2620
C 3.3253 -5.0665 -3.3525 -0.32 0.06 0.04 -0.6511
C 3.6178 -1.8781 -1.0394 2.50 -2.19 -1.20 -0.2318
O 1.6764 2.4410 -1.3371 0.15 -1.15 1.17 -0.6317
H 2.5200 -2.4948 -5.4856 0.36 -0.27 0.45 0.3896
C 2.1484 -1.1286 0.7496 -0.71 -1.63 0.89 0.2430
C -0.0103 -1.9237 -1.6147 -1.00 -0.18 -0.25 -0.5878
C -5.5500 -2.3068 -2.4436 0.19 0.14 -0.02 -0.3454
C -2.7841 -1.9497 -2.5693 -0.30 0.05 -0.07 -0.1001